No. 1
The following is a DFT calculation (ωB97M-V/def2-TZVPD) of a structure of composition C19H32CeN3O2PSi at a distorted geometry.

Last column: Löwdin charge in e.
Cartesian coordinates (Å):
1 Ce 0.183 0.608 0.008  0.62
2 Si 0.681 -1.489 -2.092  0.50
3 P 0.750 1.454 -2.709  0.65
4 N -1.788 0.413 -0.668  -0.24
5 H 1.845 1.994 0.134  -0.07
6 C 1.019 3.275 -2.671  -0.30
7 H 1.265 3.640 -3.683  0.04
8 H 1.840 3.517 -1.981  0.02
9 H 0.116 3.799 -2.320  0.04
10 C 2.157 1.000 -3.808  -0.28
11 H 2.179 1.674 -4.677  0.04
12 H 2.072 -0.039 -4.154  0.02
13 H 3.098 1.102 -3.247  0.04
14 C -0.653 1.401 -3.893  -0.27
15 H -0.419 1.993 -4.788  0.05
16 H -1.553 1.804 -3.414  0.05
17 H -0.864 0.367 -4.186  0.02
18 C 2.165 -2.674 -2.165  -0.33
19 H 2.498 -2.924 -1.151  0.00
20 H 3.004 -2.256 -2.733  0.00
21 H 1.811 -3.589 -2.664  0.01
22 H -0.316 -2.230 -1.255  -0.07
23 H 0.227 -1.539 -3.520  -0.07
24 C -3.116 0.341 -0.919  -0.41
25 C -5.393 1.212 -0.550  -0.12
26 C -4.020 1.295 -0.340  -0.07
27 C -3.690 -0.665 -1.764  -0.05
28 C -5.061 -0.746 -1.974  -0.12
29 C -5.922 0.190 -1.364  -0.13
30 H -6.066 1.940 -0.085  0.09
31 H -3.586 2.089 0.266  0.09
32 H -2.989 -1.363 -2.233  0.10
33 H -5.468 -1.535 -2.611  0.09
34 H -6.995 0.120 -1.523  0.08
35 C 3.236 0.052 0.590  -0.45
36 O 2.208 -0.617 0.237  -0.24
37 C 3.266 0.830 1.881  -0.07
38 H 4.336 1.048 2.050  0.08
39 H 2.861 0.251 2.735  0.09
40 H 2.757 1.830 1.824  0.06
41 C 4.544 -0.052 -0.128  0.00
42 H 4.975 0.966 -0.221  0.11
43 H 4.492 -0.519 -1.123  0.09
44 H 5.264 -0.629 0.493  0.11
45 N -0.488 -3.131 6.146  0.17
46 C -0.164 -2.943 4.830  -0.48
47 O 0.232 -3.870 4.136  0.07
48 C -0.344 -1.561 4.285  -0.09
49 C -0.848 -0.478 5.024  0.01
50 C -0.959 0.776 4.423  -0.02
51 C -0.568 0.932 3.084  -0.10
52 N -0.114 -0.119 2.350  -0.06
53 C 0.009 -1.342 2.945  0.01
54 H -0.304 -4.042 6.521  0.11
55 H -0.682 -2.375 6.784  0.09
56 H -1.157 -0.592 6.059  0.11
57 H -1.345 1.656 4.939  0.12
58 H -0.609 1.898 2.554  0.12
59 H 0.391 -2.147 2.315  0.15

Computed properties:
gap between HOMO and LUMO (alpha / beta) = 5.1 / 5.1 eV
charge = 0

---

No. 2
The following is a DFT calculation (ωB97M-V/def2-TZVPD) of a structure of composition C26H40Cl3EuN4O3Si at a distorted geometry.

Last column: Löwdin charge in e.
Cartesian coordinates (Å):
1 C -1.450 -2.030 -2.617  -0.05
2 C -1.031 -3.083 -1.656  -0.25
3 H -1.160 -2.290 -3.639  0.06
4 H -1.024 -1.045 -2.346  0.02
5 H -2.549 -1.929 -2.574  0.10
6 C -0.535 -4.301 -1.913  -0.13
7 C -0.370 -4.887 -3.269  -0.12
8 H -0.268 -4.958 -1.081  0.11
9 H -0.606 -4.189 -4.086  0.06
10 H -1.014 -5.774 -3.383  0.07
11 H 0.663 -5.242 -3.408  0.06
12 Eu 0.033 0.112 0.788  1.45
13 Cl -2.547 0.148 1.346  -0.12
14 Cl -0.308 1.391 -1.406  -0.11
15 H 0.675 4.549 4.040  0.10
16 H -1.427 5.512 2.828  0.09
17 C 1.035 4.232 3.051  0.00
18 C -0.986 5.160 1.891  -0.04
19 N -0.121 4.055 2.168  -0.18
20 H 1.600 3.294 3.130  0.10
21 C -0.326 2.888 1.598  -0.34
22 O 0.525 1.998 1.887  -0.24
23 H -1.773 4.816 1.207  0.10
24 H -1.208 2.748 0.933  0.09
25 H 1.668 5.030 2.639  0.09
26 H -0.405 5.961 1.424  0.09
27 H 1.494 -1.700 -2.530  0.09
28 H 2.426 -3.750 -1.366  0.09
29 C 2.297 -1.079 -2.095  -0.02
30 C 3.258 -3.109 -1.028  -0.04
31 N 2.805 -1.738 -0.888  -0.17
32 H 1.902 -0.086 -1.842  0.03
33 C 2.691 -1.209 0.323  -0.32
34 O 2.281 -0.039 0.529  -0.18
35 H 3.624 -3.463 -0.051  0.09
36 H 2.989 -1.850 1.172  0.14
37 H 3.124 -1.004 -2.819  0.09
38 H 4.072 -3.146 -1.766  0.09
39 O 0.023 -1.950 -0.085  -0.40
40 C -1.135 -2.648 -0.215  -0.46
41 C 0.137 -4.100 1.445  -0.05
42 C -1.078 -3.700 0.876  -0.18
43 H 1.060 -3.588 1.157  0.09
44 C 0.135 -5.151 2.364  -0.09
45 H -2.034 -2.028 -0.077  0.07
46 C -2.282 -4.298 1.236  -0.03
47 H 1.082 -5.472 2.798  0.09
48 C -1.066 -5.771 2.724  -0.11
49 C -2.273 -5.337 2.158  -0.09
50 H -3.205 -3.942 0.770  0.12
51 H -1.064 -6.591 3.445  0.09
52 H -3.214 -5.808 2.437  0.09
53 Si -0.394 4.848 -4.936  0.07
54 Cl -0.641 3.463 -6.443  0.30
55 C 1.429 4.880 -4.490  -0.22
56 C -1.448 4.306 -3.491  -0.23
57 C -0.953 6.517 -5.603  -0.23
58 H 1.755 3.887 -4.144  0.03
59 H 1.618 5.607 -3.684  0.03
60 H 2.040 5.162 -5.361  0.03
61 H -0.355 6.810 -6.480  0.03
62 H -0.843 7.300 -4.835  0.03
63 H -2.011 6.480 -5.906  0.03
64 H -1.135 3.312 -3.129  -0.04
65 H -2.509 4.256 -3.781  0.03
66 H -1.354 5.017 -2.653  0.03
67 N 0.002 0.026 8.266  0.07
68 C 0.028 0.017 7.091  -0.26
69 C 0.052 -0.042 5.675  -0.30
70 C 0.830 -1.007 5.028  -0.06
71 C 0.742 -1.112 3.649  -0.17
72 N -0.165 -0.322 3.057  -0.19
73 C -0.865 0.678 3.648  -0.30
74 C -0.811 0.821 5.005  -0.07
75 H 1.468 -1.663 5.605  0.10
76 H 1.355 -1.828 3.076  0.09
77 H -1.514 1.381 3.117  0.02
78 H -1.461 1.597 5.492  0.12

Computed properties:
gap between HOMO and LUMO (alpha / beta) = 4.0 / 7.7 eV
expectation value of S² = 15.78
charge = -1
spin multiplicity = 8

---

No. 3
The following is a DFT calculation (ωB97M-V/def2-TZVPD) of a cluster of 2 separate species, C3H13N2O in total at a distorted geometry.

Last column: Löwdin charge in e.
Cartesian coordinates (Å):
1 C 0.260 0.023 -1.237  -0.13
2 C -0.079 1.375 -0.722  -0.19
3 C -1.527 1.543 -0.271  -0.23
4 N -1.941 0.434 0.575  -0.01
5 N 0.337 -0.906 -0.032  0.16
6 H -0.468 -0.475 -1.866  0.13
7 H 1.222 0.044 -1.695  0.12
8 H 0.555 1.493 0.163  0.12
9 H 0.263 2.215 -1.335  0.13
10 H -2.101 1.487 -1.204  0.13
11 H -1.699 2.508 0.202  0.12
12 H -2.103 0.681 1.533  0.09
13 H -2.703 -0.148 0.263  0.10
14 H 0.037 -1.849 -0.270  0.16
15 H -0.355 -0.545 0.652  0.11
16 H 1.246 -1.021 0.422  0.12
17 H 2.990 -2.980 1.210  0.06
18 H 3.406 -1.720 2.017  0.06
19 O 2.660 -2.160 1.595  -0.05

Computed properties:
gap between HOMO and LUMO = 10.9 eV
ΔE to the lowest compared entry with this formula, charge and spin = 8.2 kcal per mole
charge = +1

---

No. 4
The following is a DFT calculation (ωB97M-V/def2-TZVPD) of a structure of composition C14H26N4O3Pt.

Last column: Löwdin charge in e.
Cartesian coordinates (Å):
1 Pt 1.209 -1.607 1.588  1.28
2 C 1.540 -2.548 -2.975  0.03
3 N 2.300 -1.416 -2.433  -0.10
4 C 3.056 -0.606 -3.400  0.01
5 C 2.245 -1.082 -1.168  -0.33
6 O 1.519 -1.780 -0.383  -0.14
7 C 3.021 0.131 -0.699  -0.09
8 O 2.821 0.200 0.678  -0.20
9 C 2.914 1.419 1.356  -0.08
10 C 1.980 1.248 2.550  -0.36
11 O 1.241 0.223 2.585  -0.14
12 N 1.942 2.173 3.474  -0.10
13 C 2.763 3.387 3.380  0.01
14 C 1.026 2.078 4.617  0.02
15 H 2.216 -3.160 -3.568  0.11
16 H 0.740 -2.170 -3.610  0.12
17 H 1.120 -3.136 -2.167  0.09
18 H 3.129 -1.172 -4.324  0.11
19 H 4.066 -0.413 -3.043  0.10
20 H 2.540 0.331 -3.607  0.11
21 H 2.633 1.015 -1.219  0.16
22 H 4.080 0.022 -0.950  0.15
23 H 2.569 2.262 0.747  0.16
24 H 3.936 1.615 1.689  0.15
25 H 3.811 3.141 3.223  0.10
26 H 2.683 3.917 4.323  0.11
27 H 2.404 4.040 2.585  0.11
28 H 0.446 1.167 4.548  0.09
29 H 0.360 2.939 4.608  0.11
30 H 1.608 2.079 5.537  0.11
31 N 0.752 -3.497 1.460  0.00
32 C 0.449 -4.604 1.314  -0.18
33 N 0.120 -5.837 1.138  -0.06
34 C 1.109 -6.922 1.379  -0.11
35 C 0.792 -7.642 2.677  -0.17
36 C -0.658 -8.122 2.701  -0.18
37 C -1.622 -6.961 2.473  -0.17
38 C -1.313 -6.241 1.172  -0.11
39 H 2.104 -6.483 1.366  0.13
40 H 1.026 -7.595 0.522  0.14
41 H 0.979 -6.971 3.521  0.12
42 H 1.482 -8.480 2.783  0.13
43 H -0.875 -8.607 3.651  0.12
44 H -0.806 -8.878 1.924  0.12
45 H -1.561 -6.252 3.304  0.12
46 H -2.654 -7.313 2.436  0.13
47 H -1.918 -5.349 1.023  0.13
48 H -1.457 -6.897 0.311  0.14

Computed properties:
gap between HOMO and LUMO (alpha / beta) = 7.1 / 7.1 eV
charge = +2

---

No. 5
The following is a DFT calculation (ωB97M-V/def2-TZVPD) of a cluster of 3 separate species, C35H59Br2ClIN2O9P in total at a distorted geometry.

Last column: Löwdin charge in e.
Cartesian coordinates (Å):
1 C -1.739 -2.659 -0.220  0.00
2 C -1.388 -1.105 -0.483  -0.37
3 O -2.366 -0.314 -0.367  0.01
4 O -0.095 -0.666 -0.865  -0.10
5 C 0.515 0.197 0.181  -0.15
6 C 1.518 -0.730 1.035  -0.10
7 C 3.036 -0.216 1.110  -0.28
8 C 3.634 -0.181 -0.370  -0.08
9 C 4.459 -1.521 -0.769  -0.15
10 O 4.535 -1.482 -2.239  -0.11
11 C 5.221 -2.657 -2.655  -0.26
12 O 4.557 -3.542 -3.218  0.06
13 C 3.733 -1.155 2.224  -0.29
14 O 4.027 -2.357 2.192  0.11
15 O 3.984 -0.421 3.440  -0.06
16 C 3.572 0.990 3.448  -0.35
17 C 4.450 2.065 4.219  -0.16
18 C 6.031 1.874 4.220  -0.73
19 C 6.741 1.906 2.787  -0.19
20 I 6.805 0.140 5.283  0.86
21 C 2.185 0.874 4.297  -0.50
22 Br 0.410 1.366 3.551  0.74
23 C 2.132 0.384 5.636  -0.64
24 C 3.402 -0.093 6.451  -0.17
25 Br 0.384 0.259 6.598  0.62
26 C 3.380 1.195 1.843  -0.35
27 P 2.615 2.793 1.186  0.65
28 O 2.206 3.872 2.438  -0.41
29 Cl 4.173 3.816 0.121  0.16
30 H -0.825 -3.335 -0.315  0.08
31 H -2.446 -2.970 -1.073  0.09
32 H -2.328 -2.809 0.743  0.09
33 H -0.318 0.669 0.815  0.08
34 H 1.075 1.008 -0.414  0.10
35 H 1.124 -0.995 2.087  0.11
36 H 1.550 -1.744 0.483  0.14
37 H 4.371 0.684 -0.553  0.12
38 H 2.839 -0.071 -1.194  0.13
39 H 3.923 -2.441 -0.374  0.14
40 H 5.512 -1.369 -0.363  0.14
41 H 6.350 -2.690 -2.483  0.16
42 H 4.250 3.081 3.706  0.13
43 H 4.135 2.240 5.312  0.12
44 H 6.453 2.784 4.791  0.09
45 H 6.611 0.853 2.328  0.07
46 H 7.867 2.056 2.883  0.08
47 H 6.242 2.626 2.047  0.06
48 H 4.081 0.767 6.809  0.07
49 H 4.013 -0.880 5.905  0.04
50 H 3.036 -0.593 7.424  0.08
51 H 4.477 1.316 1.490  0.08
52 H 1.235 3.935 2.563  0.03
53 C -4.708 2.490 0.157  -0.03
54 C -4.207 2.485 1.622  -0.47
55 C -5.244 1.782 2.524  -0.13
56 C -6.489 2.625 2.783  -0.18
57 C -6.112 4.007 3.308  -0.14
58 C -5.088 4.738 2.416  -0.49
59 N -3.914 3.884 2.066  -0.04
60 O -3.123 3.809 3.167  -0.03
61 C -5.782 5.237 1.125  -0.04
62 C -4.673 6.054 3.124  -0.05
63 C -2.932 1.606 1.567  -0.07
64 H -5.785 2.632 0.069  0.06
65 H -4.204 3.262 -0.432  0.09
66 H -4.506 1.536 -0.338  0.08
67 H -4.790 1.532 3.491  0.12
68 H -5.545 0.829 2.076  0.13
69 H -7.090 2.716 1.873  0.10
70 H -7.126 2.120 3.516  0.11
71 H -7.020 4.611 3.413  0.12
72 H -5.708 3.893 4.322  0.12
73 H -5.057 5.676 0.433  0.09
74 H -6.520 6.011 1.356  0.09
75 H -6.336 4.465 0.596  0.06
76 H -4.254 5.883 4.118  0.08
77 H -5.538 6.708 3.262  0.08
78 H -3.936 6.604 2.529  0.09
79 H -2.167 2.066 0.934  0.09
80 H -3.155 0.620 1.151  0.06
81 H -2.500 1.423 2.555  0.05
82 C 0.561 -5.431 -5.942  -0.04
83 C -0.618 -4.940 -5.066  -0.48
84 C -1.810 -4.550 -5.968  -0.14
85 C -1.600 -3.232 -6.708  -0.18
86 C -1.221 -2.117 -5.738  -0.13
87 C -0.024 -2.477 -4.836  -0.47
88 N -0.169 -3.816 -4.189  -0.03
89 O -1.076 -3.688 -3.188  -0.04
90 C 1.286 -2.427 -5.660  -0.04
91 C 0.170 -1.339 -3.801  -0.04
92 C -1.015 -6.199 -4.250  -0.05
93 H 0.662 -4.882 -6.877  0.06
94 H 1.509 -5.375 -5.399  0.09
95 H 0.431 -6.476 -6.239  0.08
96 H -2.722 -4.465 -5.365  0.12
97 H -2.002 -5.343 -6.698  0.12
98 H -0.831 -3.341 -7.479  0.10
99 H -2.519 -2.959 -7.235  0.11
100 H -1.005 -1.206 -6.306  0.12
101 H -2.097 -1.886 -5.119  0.12
102 H 2.138 -2.770 -5.066  0.09
103 H 1.504 -1.404 -5.980  0.09
104 H 1.251 -3.011 -6.578  0.06
105 H -0.721 -1.166 -3.195  0.06
106 H 0.388 -0.392 -4.302  0.09
107 H 1.006 -1.556 -3.130  0.08
108 H -0.197 -6.515 -3.595  0.09
109 H -1.247 -7.034 -4.918  0.08
110 H -1.907 -6.043 -3.638  0.07

Computed properties:
gap between HOMO and LUMO (alpha / beta) = 9.0 / 9.0 eV
expectation value of S² = 2.01
charge = 0
spin multiplicity = 3

---

No. 6
The following is a DFT calculation (ωB97M-V/def2-TZVPD) of the ion Cl2O3PS with charge -1 at a distorted geometry.

Last column: Löwdin charge in e.
Cartesian coordinates (Å):
1 O -0.130 0.179 -0.121  -0.78
2 O 1.837 1.373 -1.238  -0.55
3 O -2.373 -0.781 -0.224  -0.50
4 P 1.260 0.032 -1.312  0.32
5 S -1.224 -0.614 0.630  0.52
6 Cl 2.444 -1.074 0.059  0.02
7 Cl -1.814 0.885 2.206  -0.03

Computed properties:
gap between HOMO and LUMO = 8.5 eV
ΔE to the lowest compared entry with this formula, charge and spin = 1.1 kcal per mole
charge = -1

---

Which formula does entry 3 have?
C3H13N2O